[1]
Formula: C3H5FN2S
Source: the OMol25 dataset
Level of theory: ωB97M-V/def2-TZVPD

Geometry as XYZ:
```
12
Properties=species:S:1:pos:R:3:forces:R:3
C 0.3624 1.1551 -0.3232 1.71 -0.67 -3.10
C -0.6544 -0.9573 -0.4032 2.59 -4.20 -1.85
C -1.8563 -0.6859 0.0295 0.54 2.64 1.97
H 1.9265 -0.1135 1.7140 -0.10 -1.41 -2.66
H -0.5956 1.4546 -0.8726 1.41 -0.25 1.47
H 2.0894 1.1852 0.0874 1.03 0.51 0.47
H -0.7133 -2.0139 -0.8267 0.76 1.34 0.46
H -2.6986 -1.3597 0.2107 0.36 0.40 -0.56
N 0.7173 -0.2815 -0.5539 -5.60 0.61 1.28
N 1.3484 1.8607 -0.0152 -1.45 1.96 0.27
F -1.9902 0.5625 0.6349 -1.06 -0.88 -0.11
S 2.0644 -0.8063 0.3183 -0.19 -0.03 2.35
```
Forces are in eV/Å.

**E_LUMO**: 0.42 eV
**SMILES**: [H]/N=C\N(S)/C=C\F
**Charge**: 0
**Multiplicity**: 1

[2]
Formula: C3H5FN2S2
Source: the OMol25 dataset
Level of theory: ωB97M-V/def2-TZVPD

Geometry as XYZ:
```
13
Properties=species:S:1:pos:R:3:forces:R:3
C -0.3017 -1.2857 0.9988 0.69 -4.93 0.79
C 0.7226 -0.1487 0.9218 1.75 0.99 -1.74
C -0.0822 1.0596 0.4610 -0.60 -0.21 1.38
H -1.2640 -2.5911 -2.1663 0.47 2.49 1.03
H -0.3303 -1.8173 2.0861 0.06 1.48 -2.45
H 1.7905 -0.2771 0.4131 -2.88 -0.52 -0.41
H -1.0279 1.1831 1.0057 0.22 -0.40 0.36
H -0.2245 2.9178 -2.5146 3.58 -1.34 1.56
N -0.8381 -2.0789 0.0708 0.73 3.98 1.47
N 0.0262 1.9861 -0.3651 0.73 0.46 -1.05
F 1.2798 0.1511 2.1547 -0.96 -0.10 1.18
S -0.9796 -1.2872 -1.5140 0.00 -3.32 -0.30
S 1.2292 2.1882 -1.5519 -3.79 1.42 -1.81
```
Forces are in eV/Å.

**E_LUMO**: -0.91 eV
**Charge**: 0
**Multiplicity**: 1

[3]
Formula: C3H5FO
Source: the OMol25 dataset
Level of theory: ωB97M-V/def2-TZVPD

Geometry as XYZ:
```
10
Properties=species:S:1:pos:R:3:forces:R:3
C 1.2518 -0.4638 0.4956 -0.36 0.33 1.53
C 1.2598 0.4536 -0.7195 -0.75 1.46 -0.15
C 0.5802 0.6591 0.6054 0.63 -1.28 -1.94
O -2.4825 -0.6741 -0.3026 0.35 -0.04 0.69
F -0.3902 1.4498 1.0478 0.62 -0.52 0.57
H -2.8510 -1.1812 0.4460 0.35 0.42 -0.52
H 1.6303 -1.4164 0.9365 -0.54 1.08 -0.63
H 2.0848 1.1448 -0.9679 -0.08 -0.66 0.20
H 0.5909 0.2748 -1.5873 0.55 -0.37 0.43
H -1.6740 -0.2465 0.0461 -0.76 -0.42 -0.19
```
Forces are in eV/Å.

**E_LUMO**: 0.77 eV
**SMILES**: FC1=CC1.O
**Charge**: 0
**Multiplicity**: 1

[4]
Formula: C3H5FO2
Source: the OMol25 dataset
Level of theory: ωB97M-V/def2-TZVPD

Geometry as XYZ:
```
11
Properties=species:S:1:pos:R:3:forces:R:3
C 1.0235 -0.1951 0.2542 -0.10 0.76 0.52
C -0.2605 0.5819 0.2117 -0.66 0.74 -0.13
C -1.4664 -0.2775 0.2113 -0.83 -1.70 -1.90
H 1.0476 -0.2070 -1.5750 0.08 -0.74 -0.32
H 1.7672 0.5830 0.3429 0.75 0.16 0.36
H 1.0459 -0.8461 1.1079 0.12 -0.36 0.46
H -0.2746 1.2984 1.0121 -0.11 0.42 0.54
H -1.8891 -0.6160 1.1712 0.03 0.15 0.13
O 1.1853 -0.8991 -0.9048 0.21 -0.25 -1.29
O -1.8942 -0.7167 -0.8455 0.13 0.64 1.60
F -0.2845 1.2943 -0.9859 0.38 0.19 0.03
```
Forces are in eV/Å.

**E_LUMO**: 0.63 eV
**SMILES**: O=C[C@H](F)CO
**Charge**: 0
**Multiplicity**: 1

[5]
Formula: C3H5FS
Source: the OMol25 dataset
Level of theory: ωB97M-V/def2-TZVPD

Geometry as XYZ:
```
10
Properties=species:S:1:pos:R:3:forces:R:3
C -0.2033 1.7874 -0.1251 1.39 1.75 2.82
C 0.2459 -0.7482 -0.0893 -3.68 -1.78 -1.35
C -0.1005 -2.0445 0.1854 8.95 5.10 2.11
H -0.8402 1.5830 0.9638 1.17 1.81 -3.34
H 0.9989 1.7090 0.5726 -3.24 0.15 -3.08
H -0.1950 2.8495 -0.8993 -0.40 -3.04 3.23
H 1.0346 -0.2715 0.3804 1.53 0.53 0.70
H 0.8124 -2.6513 0.5529 -1.93 0.50 0.14
F -0.9986 -2.6266 -0.3671 -6.04 -3.98 -3.06
S -0.7543 0.4131 -1.1744 2.26 -1.04 1.81
```
Forces are in eV/Å.

**E_LUMO**: 0.74 eV
**Charge**: 0
**Multiplicity**: 1

[6]
Formula: C3H5FS
Source: the OMol25 dataset
Level of theory: ωB97M-V/def2-TZVPD

Geometry as XYZ:
```
10
Properties=species:S:1:pos:R:3:forces:R:3
C 0.2129 1.2953 0.0134 -0.15 -0.63 -3.09
C 0.6509 -0.1711 0.0080 -2.75 -0.66 -0.08
C -0.5791 -1.2660 0.0492 1.64 4.50 -1.64
H -0.0916 1.5977 1.0141 0.22 0.34 -0.11
H -0.7201 1.3766 -0.7188 2.09 0.19 1.66
H 1.1407 1.7783 -0.4796 -1.79 0.00 1.37
H -0.4572 -2.0938 -0.6441 -0.34 0.36 -0.38
H -0.6501 -1.5896 1.0182 -0.30 -0.99 2.43
F -1.6816 -0.3778 -0.1736 -0.02 -2.15 -0.15
S 2.1752 -0.5495 -0.0867 1.40 -0.96 -0.01
```
Forces are in eV/Å.

**E_LUMO**: -0.04 eV
**SMILES**: CC(=S)CF
**Charge**: 0
**Multiplicity**: 1

[7]
Formula: C3H5FS2
Source: the OMol25 dataset
Level of theory: ωB97M-V/def2-TZVPD

Geometry as XYZ:
```
11
Properties=species:S:1:pos:R:3:forces:R:3
C -1.0506 0.9889 -0.1266 1.75 1.01 -0.32
C -0.6132 -0.4780 -0.0501 -0.95 -0.55 -3.07
C 0.8651 -0.7494 0.3384 -0.14 0.47 2.40
H -2.0085 1.1049 -0.6817 0.78 -0.09 0.58
H -1.0243 1.5424 0.8382 -0.50 -0.91 -0.27
H -0.2101 1.5121 -0.6448 -0.86 -0.22 -0.27
H -0.8570 -0.9524 -1.1098 1.01 0.94 1.72
H 3.2032 -0.2888 -0.3110 0.05 -0.13 0.81
F -1.5274 -1.1076 0.7441 0.24 -0.61 0.89
S 2.0698 -0.5342 -0.9512 -1.47 -0.14 -0.47
S 1.1531 -1.0379 1.9546 0.09 0.23 -1.99
```
Forces are in eV/Å.

**E_LUMO**: -0.66 eV
**SMILES**: C[C@H](F)C(=S)S
**Charge**: 0
**Multiplicity**: 1

[8]
Formula: C3H5GdO5
Source: the OMol25 dataset
Level of theory: ωB97M-V/def2-TZVPD

Geometry as XYZ:
```
14
Properties=species:S:1:pos:R:3:forces:R:3
O -1.0706 -2.0825 0.5752 1.36 0.67 -0.66
C -1.6571 -0.9445 0.8271 -0.77 -3.07 -0.19
C -2.1993 -0.0800 -0.5345 -0.07 1.42 -1.32
O -1.8819 1.2202 -0.4125 -0.50 -1.85 0.00
H 3.3174 0.5388 -1.6798 0.16 -0.72 1.26
H -1.2103 -0.2538 1.5596 -0.77 -0.36 0.31
H -2.4512 -1.9730 0.8542 -0.21 2.24 1.11
H -3.2879 -0.2677 -0.5465 0.23 0.03 0.51
H -1.7295 -0.6068 -1.3843 0.07 0.11 0.34
Gd 0.1677 1.9511 -0.0918 2.20 0.07 0.47
O 1.9902 1.0338 0.8632 -2.66 0.25 0.50
C 3.0434 0.5789 0.2881 3.57 2.33 -0.13
O 4.1945 0.7575 0.6482 -1.48 -0.88 -0.09
O 2.7745 0.1280 -0.9662 -1.12 -0.25 -2.09
```
Forces are in eV/Å.

**E_LUMO (alpha / beta)**: -4.14 / -8.71 eV
**Charge**: +1
**Multiplicity**: 9

[9]
Formula: C3H5HgIO2
Source: the OMol25 dataset
Level of theory: ωB97M-V/def2-TZVPD

Geometry as XYZ:
```
12
Properties=species:S:1:pos:R:3:forces:R:3
Hg 1.1134 1.5910 -0.7200 -0.66 -0.19 -0.12
C 0.6348 -1.2049 1.3566 0.07 -0.12 -0.07
C 1.1466 -1.8464 0.0475 -0.07 -0.07 0.10
O 1.4443 -3.0507 0.0800 -0.01 0.18 -0.08
O 1.1945 -1.0649 -0.9518 0.03 0.29 0.04
H 0.6256 -1.9292 2.1707 -0.01 0.01 -0.02
H -0.3761 -0.8243 1.1915 0.03 0.06 0.04
H 1.2814 -0.3653 1.6248 -0.06 0.04 0.02
I -2.1947 3.7752 -1.8367 0.11 -0.02 0.02
C -1.4225 1.9712 -1.0691 0.49 -0.21 0.03
H -1.5696 1.1734 -1.7880 -0.02 0.03 0.00
H -1.8777 1.7749 -0.1055 0.10 0.00 0.03
```
Forces are in eV/Å.

**E_LUMO (alpha / beta)**: 2.58 / 1.86 eV
**Charge**: -1
**Multiplicity**: 2

[10]
Formula: C3H5I
Source: the OMol25 dataset
Level of theory: ωB97M-V/def2-TZVPD

Geometry as XYZ:
```
9
Properties=species:S:1:pos:R:3:forces:R:3
C -0.3136 -0.6131 0.2496 0.18 1.46 -0.14
C -1.4835 1.6639 -1.9006 0.81 -3.56 -1.47
C 0.9651 -0.9742 0.9212 -2.10 1.37 1.98
I -0.3963 1.4287 -0.2364 0.49 0.07 1.45
H -0.5615 -1.0343 -0.6801 -0.66 -1.25 -0.98
H -1.8710 2.5779 -1.6956 -1.38 3.40 0.59
H 0.7937 -1.8025 1.6095 0.24 -0.20 -0.18
H 1.6716 -1.1623 0.1879 1.84 -0.55 -1.05
H 1.1955 -0.0842 1.5447 0.58 -0.74 -0.20
```
Forces are in eV/Å.

**E_LUMO (alpha / beta)**: -0.94 / 0.03 eV
**Charge**: 0
**Multiplicity**: 1

Calculated DFT total energy in order - -19721.0398 -30554.5267 -7953.5351 -10003.3454 -16740.2473 -16743.0868 -27578.8867 -34249.3020 -19562.7714 -11284.8603 eV
Calculated energy above the lowest of the compared OMol25 structures with the same formula, charge and spin in order - 82.69 124.71 68.58 25.78 90.53 25.05 13.76 166.15 4.77 165.31 kcal/mol